Record 1
Molecular formula: C30H41CrN11OS2
Method: DFT, ωB97M-V with the def2-TZVPD basis set

Properties
ΔE to the lowest compared entry with this formula, charge and spin = 18.84 kcal/mol
⟨S²⟩ = 3.8013
gap between HOMO and LUMO (alpha / beta) = 5.8 / 6.2 eV
charge = +3
multiplicity = 4

Each line ends with the Mulliken spin population.
Atoms and positions in Å:
Cr  1.85522  -1.36923  0.44119  3.178
S  2.53005  0.86703  0.75166  -0.069
C  1.26597  1.81107  0.07256  0.010
N  1.42487  3.04696  -0.28014  0.012
C  0.30807  3.81174  -0.86909  -0.002
C  -0.98152  3.38567  -0.23124  -0.001
N  -1.11464  1.92266  -0.32735  0.018
C  -2.50983  1.40000  -0.52252  0.007
C  -3.12071  1.97234  -1.76783  0.001
C  -4.11461  2.94138  -1.69316  0.000
C  -4.66787  3.45886  -2.85736  0.000
C  -4.22412  3.01113  -4.09220  0.000
C  -3.23354  2.03881  -4.17082  0.000
C  -2.68583  1.51619  -3.01085  -0.001
C  -0.07368  1.15841  -0.18343  -0.016
S  -0.20238  -0.54152  -0.29952  -0.096
C  2.69977  3.81071  -0.14059  -0.002
C  2.55562  4.85665  0.93121  0.002
C  2.34409  4.48014  2.25604  -0.003
C  2.20374  5.44786  3.23655  0.000
C  2.28058  6.79432  2.89947  0.000
C  2.49680  7.17260  1.58361  0.000
C  2.63052  6.20355  0.59772  0.000
H  0.31466  3.64640  -1.94914  0.001
H  0.50053  4.86350  -0.66514  0.000
H  -1.82661  3.82558  -0.75682  0.000
H  -1.02760  3.66928  0.82333  0.001
H  -3.05609  1.68875  0.37823  0.003
H  -2.45615  0.31281  -0.56308  -0.003
H  -4.47332  3.28002  -0.72750  0.000
H  -5.44889  4.20432  -2.79868  0.000
H  -4.65870  3.41136  -4.99796  0.000
H  -2.90371  1.68141  -5.13677  0.000
H  -1.93153  0.73777  -3.06996  0.001
H  2.86832  4.27001  -1.11583  0.001
H  3.49597  3.09516  0.04659  0.002
H  2.30861  3.42978  2.52745  0.002
H  2.04929  5.15908  4.26737  0.000
H  2.17964  7.54811  3.66825  0.000
H  2.56649  8.21954  1.32309  0.000
H  2.81083  6.50134  -0.42890  0.000
N  0.25087  -2.68967  4.02576  0.005
C  0.70925  -1.63563  3.36630  0.026
N  1.10738  -2.04644  2.16662  -0.078
C  0.84008  -3.39413  2.16727  -0.003
N  0.31928  -3.81371  3.28374  -0.003
C  1.09520  -4.15322  0.94663  0.030
C  0.95647  -5.52392  0.81100  0.000
N  1.18204  -6.11855  -0.35581  0.009
C  1.55031  -5.35914  -1.37590  -0.004
C  1.71604  -3.98053  -1.24956  0.018
N  1.48122  -3.38743  -0.08577  -0.069
H  -0.12168  -2.73044  4.96632  -0.001
H  0.74424  -0.63220  3.75740  -0.001
H  0.65850  -6.14213  1.64926  0.000
H  1.72574  -5.84668  -2.32683  0.000
H  2.02136  -3.36738  -2.08755  -0.004
C  7.26590  -2.55246  0.25299  -0.001
N  5.87433  -2.28164  -0.10746  0.009
C  4.91464  -2.00638  0.75801  -0.007
N  5.17822  -1.97447  2.06538  0.006
O  3.72940  -1.77146  0.32683  0.013
H  7.83826  -2.66106  -0.66241  0.000
H  7.34676  -3.47802  0.82276  0.000
H  7.68549  -1.71732  0.81408  0.000
H  5.60012  -2.29666  -1.07669  0.001
H  6.09973  -2.15721  2.42744  0.000
H  4.45497  -1.72306  2.71450  0.003
C  -4.72375  -3.76256  0.40542  0.000
C  -4.13688  -2.79005  -0.61714  0.000
C  -4.98640  -1.52593  -0.70031  0.000
C  -4.06190  -3.44495  -1.99105  0.000
N  -2.78293  -2.33104  -0.19752  -0.002
N  -1.70118  -3.24399  -0.37184  0.002
H  -5.68619  -4.15581  0.07969  0.000
H  -4.87803  -3.26859  1.36781  0.000
H  -4.06301  -4.62055  0.56005  0.000
H  -6.02220  -1.77182  -0.93268  0.000
H  -4.60801  -0.85690  -1.47502  0.000
H  -4.98636  -0.99302  0.25519  0.000
H  -5.07117  -3.64832  -2.34643  0.000
H  -3.53811  -4.40222  -1.97289  0.000
H  -3.58362  -2.78513  -2.71923  0.000
H  -2.81473  -2.09960  0.78984  0.002
H  -1.66475  -3.46058  -1.36247  0.000
H  -1.89323  -4.13955  0.08586  0.000

***

Record 2
Molecular formula: C30H41N2O10P
Method: DFT, ωB97M-V with the def2-TZVPD basis set

Properties
SMILES = COCCCCC1=C(P(C)C)C(=O)C(OC(=O)c2ccccc2)=C(CC(=O)OC(C)=O)C1=O.CNC(C)=O.CNC(C)=O
gap between HOMO and LUMO = 6.3 eV
multiplicity = 1

Each line ends with the Mulliken charge.
Atoms and positions in Å:
C  -2.62295  -1.98295  4.32896  -0.232
O  -3.90301  -1.45985  3.80407  -0.408
C  -3.71136  -0.85455  2.45154  0.198
C  -4.24154  -1.84262  1.25147  -0.283
C  -4.32348  -1.01948  -0.20225  -0.484
C  -2.93078  -1.39497  -1.03847  -1.013
C  -1.64295  -0.74748  -0.25813  -0.542
C  -0.60691  -1.54812  0.51093  0.774
P  -0.75133  -3.45094  0.54849  0.364
C  0.68051  -4.29563  1.48374  -0.869
C  -0.63853  -4.15671  -1.26375  -1.025
C  0.56481  -0.64700  1.25127  0.885
O  1.30242  -1.09269  2.30643  -0.692
C  0.91433  0.92494  0.79928  0.018
O  2.19604  1.57860  1.15493  -0.509
C  2.08151  2.22143  2.47344  0.100
O  3.18447  2.84171  2.94633  -0.558
C  0.76184  2.22521  3.44811  0.660
C  -0.47012  3.34251  3.27494  -0.180
C  -1.78963  3.37886  4.29559  -0.502
C  -1.98136  2.28922  5.53223  -0.332
C  -0.76197  1.17216  5.69841  -0.445
C  0.56598  1.14950  4.69880  -0.163
C  -0.09520  1.72038  0.03807  0.745
C  0.21368  3.27801  -0.36969  -0.650
C  1.17201  3.41285  -1.71333  0.380
O  0.92638  4.42885  -2.55341  -0.529
O  2.19260  2.36360  -1.89910  -0.191
C  3.56021  2.88767  -1.69261  0.620
C  4.76490  1.91220  -1.10771  -0.603
O  3.91259  4.14585  -1.99610  -0.534
C  -1.50508  0.91731  -0.34466  0.466
O  -2.51406  1.71230  -0.76774  -0.631
H  -1.74404  -1.20888  4.32899  0.032
H  -2.33471  -3.01037  3.81955  0.170
H  -2.82953  -2.25243  5.47289  0.251
H  -4.26714  0.18249  2.44378  0.235
H  -2.54382  -0.62004  2.38440  -0.238
H  -3.50374  -2.73886  1.08803  -0.004
H  -5.31951  -2.27754  1.45610  0.334
H  -5.28194  -1.28695  -0.82334  0.359
H  -4.39877  0.11581  0.07471  0.203
H  -2.92525  -2.56104  -1.13256  0.274
H  -2.94563  -0.97436  -2.15013  0.183
H  0.25283  -4.86403  2.44121  0.292
H  1.08735  -5.16818  0.77804  0.331
H  1.60365  -3.61666  1.71790  0.206
H  0.41913  -4.63849  -1.48442  0.357
H  -1.52022  -4.95429  -1.33571  0.312
H  -0.91158  -3.28828  -2.01095  0.268
H  -0.43291  4.16160  2.43905  0.243
H  -2.63971  4.17475  4.16061  0.295
H  -2.89137  2.28252  6.28163  0.299
H  -0.91355  0.38855  6.58060  0.316
H  1.37030  0.30865  4.94943  0.280
H  0.68490  3.81104  0.58843  0.219
H  -0.84777  3.79029  -0.54822  0.292
H  4.46709  1.33964  -0.12407  0.185
H  5.02394  1.07448  -1.91603  0.204
H  5.70621  2.57435  -0.84466  0.255
C  -2.56314  2.85667  -3.77721  -0.650
N  -2.54564  1.61329  -4.51081  -0.013
C  -2.82956  1.40524  -5.82899  0.808
C  -3.21530  2.59224  -6.66614  -1.235
O  -2.76471  0.27012  -6.29498  -0.671
H  -1.56442  3.02164  -3.36675  0.162
H  -3.27615  2.75512  -2.95594  0.184
H  -2.84521  3.70592  -4.40144  0.374
H  -2.29477  0.76631  -4.01478  0.063
H  -3.41081  2.26696  -7.69187  0.296
H  -4.12540  3.05037  -6.26970  0.337
H  -2.39896  3.31918  -6.68405  0.343
C  4.61406  -3.80403  -0.72777  -0.810
N  4.89454  -2.42886  -0.38910  -0.051
C  5.85512  -1.60966  -0.90650  0.852
C  6.76251  -2.16486  -1.96809  -1.416
O  5.95547  -0.45462  -0.49948  -0.622
H  3.58108  -3.86250  -1.07800  0.200
H  4.71993  -4.40424  0.17872  0.287
H  5.28261  -4.18879  -1.49942  0.366
H  4.32456  -1.98279  0.31978  0.115
H  7.47316  -1.39420  -2.27991  0.308
H  7.32576  -3.01440  -1.57268  0.406
H  6.17713  -2.46800  -2.84022  0.378